1) The following is a DFT calculation (ωB97M-V/def2-TZVPD) of a cluster of 4 separate species, C4H16N8O4 in total.

```
32
Properties=species:S:1:pos:R:3
C -1.22 5.93 -1.11
O -1.17 6.74 -0.21
N -2.26 5.58 -1.84
N -0.12 5.57 -1.72
H -2.35 4.75 -2.41
H -3.06 6.01 -1.39
H 0.63 6.20 -1.45
H 0.04 5.02 -2.55
C 6.81 -0.77 -2.23
O 6.22 -1.22 -3.17
N 6.94 -1.43 -1.12
N 7.29 0.42 -2.08
H 7.50 -0.96 -0.43
H 6.61 -2.38 -1.04
H 7.78 0.71 -1.25
H 6.90 1.18 -2.64
C 0.13 -1.27 0.95
O -1.05 -1.05 1.26
N 0.53 -2.45 0.67
N 1.08 -0.48 0.71
H 1.40 -2.65 0.19
H 0.25 -3.26 1.20
H 2.01 -0.87 0.64
H 0.91 0.51 0.77
C -6.92 -4.05 2.62
O -7.82 -4.81 2.83
N -5.90 -3.78 3.45
N -6.79 -3.43 1.52
H -5.84 -4.09 4.41
H -5.17 -3.13 3.17
H -7.47 -3.59 0.79
H -5.90 -2.95 1.45
```

Kohn-Sham gap (eV): 9.733
SMILES: NC(N)=O.NC(N)=O.NC(N)=O.NC(N)=O
E_HOMO (eV): -9.66



2) The following is a DFT calculation (ωB97M-V/def2-TZVPD) of a cluster of 4 separate species, C4H16N8O4 in total.

```
32
Properties=species:S:1:pos:R:3
C 1.95 1.05 -3.06
O 1.84 -0.15 -3.20
N 2.31 1.70 -1.91
N 1.82 1.88 -4.15
H 2.49 1.09 -1.14
H 2.38 2.69 -1.89
H 1.54 1.41 -4.99
H 1.93 2.87 -4.11
C -4.84 -1.73 -1.06
O -5.92 -1.88 -1.61
N -3.88 -2.70 -1.03
N -4.50 -0.57 -0.38
H -3.99 -3.47 -1.65
H -2.95 -2.40 -0.76
H -3.68 -0.75 0.19
H -5.31 -0.14 0.03
C -0.30 -0.99 -0.10
O -1.33 -1.65 -0.21
N -0.12 0.19 -0.75
N 0.63 -1.34 0.84
H -0.98 0.61 -1.05
H 0.69 0.72 -0.50
H 0.24 -2.13 1.34
H 1.18 -0.71 1.41
C 1.89 0.86 3.95
O 0.78 0.99 4.42
N 2.50 -0.37 3.79
N 2.59 1.88 3.39
H 2.08 -1.21 4.14
H 3.51 -0.29 3.85
H 2.19 2.79 3.51
H 3.29 1.74 2.69
```

Kohn-Sham gap (eV): 8.924
SMILES: NC(N)=O.NC(N)=O.NC(N)=O.NC(N)=O
E_HOMO (eV): -9.12



3) The following is a DFT calculation (ωB97M-V/def2-TZVPD) of a cluster of 4 separate species, C4H16N8O4 in total.

```
32
Properties=species:S:1:pos:R:3
C 0.46 4.27 1.13
O 1.41 3.92 1.82
N -0.75 4.55 1.61
N 0.58 4.36 -0.25
H -0.91 4.42 2.59
H -1.50 4.96 1.07
H 1.53 4.38 -0.56
H -0.23 4.21 -0.83
C -0.18 -0.38 -3.50
O 0.39 -0.13 -4.55
N -1.47 -0.02 -3.23
N 0.36 -1.16 -2.52
H -2.06 0.55 -3.81
H -1.85 -0.22 -2.32
H 1.34 -1.34 -2.68
H -0.02 -1.20 -1.59
C 0.66 -4.56 1.02
O 1.31 -5.56 1.25
N -0.40 -4.50 0.17
N 0.93 -3.35 1.63
H -1.03 -3.72 0.22
H -0.68 -5.33 -0.32
H 0.30 -2.61 1.34
H 1.89 -3.13 1.81
C -0.25 -0.21 0.98
O -0.66 -1.19 0.37
N 0.62 0.73 0.52
N -0.53 0.01 2.30
H 1.07 0.68 -0.38
H 0.85 1.56 1.05
H 0.04 0.57 2.91
H -1.21 -0.57 2.76
```

Kohn-Sham gap (eV): 9.545
SMILES: NC(N)=O.NC(N)=O.NC(N)=O.NC(N)=O
E_HOMO (eV): -9.52



Which one sits at the bottom of the stability order? 1) does.



1) The following is a DFT calculation (ωB97M-V/def2-TZVPD) of an isolated molecule of C8H11NOS.

```
22
Properties=species:S:1:pos:R:3
C -2.74 1.46 0.40
C -3.58 0.48 -0.10
C -1.13 0.02 0.01
C 0.18 -0.54 -0.09
C 1.27 0.30 -0.41
C 2.58 -0.25 -0.92
C 1.19 1.79 -0.58
C 0.20 -2.38 1.34
N -1.36 1.21 0.47
O 0.42 -1.93 -0.02
S -2.57 -0.84 -0.62
H -3.02 2.40 0.76
H -4.59 0.38 -0.24
H 2.46 -1.34 -1.36
H 3.29 -0.32 -0.10
H 2.88 0.54 -1.65
H 1.85 2.14 0.27
H 1.94 2.04 -1.43
H 0.29 2.42 -0.54
H 0.83 -1.83 1.97
H 0.43 -3.44 1.19
H -0.85 -2.33 1.63
```

Kohn-Sham gap (eV): 8.671
SMILES: COC(=C(C)C)c1nccs1
E_HOMO (eV): -8.01



2) The following is a DFT calculation (ωB97M-V/def2-TZVPD) of a cluster of 2 separate species, C8H11NOS in total.

```
22
Properties=species:S:1:pos:R:3
C 2.26 -1.42 -0.17
C 1.93 -0.33 -1.01
C 2.00 -1.41 1.21
C 1.41 0.79 -0.45
C 1.20 -0.38 1.67
C 0.97 0.76 0.90
C 0.14 1.74 1.52
C -1.67 0.76 -1.60
N -3.30 -0.18 0.37
O -1.31 -1.51 -0.34
S -1.59 -0.16 0.03
H 2.95 -2.17 -0.69
H 2.15 -0.38 -2.05
H 2.21 -2.26 1.79
H 1.03 1.55 -1.18
H 0.50 -0.35 2.56
H 0.51 2.70 1.10
H -1.40 1.75 -1.33
H -0.68 0.50 -2.10
H -2.42 0.49 -2.18
H -3.50 0.54 1.07
H -3.40 -1.01 0.87
```

Kohn-Sham gap (spin up / spin down) (eV): 7.458 / 7.455
E_HOMO (spin up / spin down) (eV): -8.42 / -8.42



Which one sits at the bottom of the stability order? 2) does.



1) The following is a DFT calculation (ωB97M-V/def2-TZVPD) of a cluster of 2 separate species, C4H12S2 in total.

```
18
Properties=species:S:1:pos:R:3
C -2.16 1.49 2.00
S -3.93 1.28 1.83
S -4.85 2.40 3.30
H -1.78 1.40 0.98
H -1.83 2.49 2.27
H -1.73 0.76 2.69
H -5.09 1.45 4.24
C 2.31 -1.61 -2.70
C 2.11 -1.37 -1.19
C 1.42 -0.04 -0.81
H 2.29 -0.66 -3.22
H 3.23 -2.16 -2.93
H 1.53 -2.26 -3.08
H 1.53 -2.22 -0.82
H 2.99 -1.53 -0.55
H 2.19 0.73 -0.78
H 1.17 -0.25 0.23
H 0.60 0.10 -1.50
```

Kohn-Sham gap (eV): 9.739
SMILES: CCC.CSS
E_HOMO (eV): -9.12



2) The following is a DFT calculation (ωB97M-V/def2-TZVPD) of a cluster of 2 separate species, C4H12S2 in total.

```
18
Properties=species:S:1:pos:R:3
C 0.52 0.15 -3.49
S 1.25 -0.11 -1.86
C 0.98 1.49 -1.09
H -0.54 -0.09 -3.47
H 0.97 -0.57 -4.16
H 0.73 1.15 -3.84
H 1.14 1.37 -0.02
H 1.68 2.23 -1.47
H -0.04 1.84 -1.21
C -0.16 0.00 3.22
S 0.34 -1.22 1.98
C -1.31 -1.69 1.34
H 0.62 0.07 3.97
H -1.10 -0.31 3.69
H -0.34 0.97 2.78
H -1.78 -2.36 2.04
H -1.88 -0.78 1.20
H -1.09 -2.15 0.38
```

Kohn-Sham gap (eV): 9.224
SMILES: CSC.CSC
E_HOMO (eV): -8.26



Which one sits at the bottom of the stability order? 1) does.



1) The following is a DFT calculation (ωB97M-V/def2-TZVPD) of a cluster of 2 separate species, CH7NS in total.

```
10
Properties=species:S:1:pos:R:3
N -1.57 -0.82 -0.29
H 0.35 -1.13 -0.70
H -2.08 -0.66 0.58
H -1.93 -0.05 -0.91
H -1.96 -1.69 -0.56
C 1.37 1.02 0.48
S 1.76 -0.50 -0.53
H 0.65 0.80 1.28
H 2.37 1.25 0.91
H 1.03 1.80 -0.24
```

Kohn-Sham gap (eV): 9.069
SMILES: CS.N
E_HOMO (eV): -8.31



2) The following is a DFT calculation (ωB97M-V/def2-TZVPD) of a cluster of 2 separate species, CH7NS in total.

```
10
Properties=species:S:1:pos:R:3
S -0.46 0.35 1.63
H -0.61 0.50 2.96
C 0.27 -1.09 -1.71
N 0.60 0.30 -1.58
H 0.13 -1.32 -2.77
H 1.04 -1.77 -1.36
H -0.68 -1.38 -1.24
H 0.56 1.20 1.82
H 0.54 1.05 -2.22
H 1.02 0.54 -0.71
```

Kohn-Sham gap (eV): 9.468
SMILES: CN.S
E_HOMO (eV): -8.60



Which one sits at the bottom of the stability order? 2) does.



1) The following is a DFT calculation (ωB97M-V/def2-TZVPD) of a structure of composition C9H11NO2S.

```
24
Properties=species:S:1:pos:R:3
C 4.46 0.12 0.02
C 1.87 0.02 0.29
C 1.60 1.52 0.31
C 0.21 1.78 0.16
C -0.81 0.86 0.00
C -0.56 -0.45 -0.17
C -2.89 -0.93 -0.62
C -3.72 -0.01 0.18
C 0.76 -0.81 -0.13
H 4.90 0.57 1.09
H 5.48 -0.45 -0.36
H 4.02 1.05 -0.67
H 2.40 2.16 0.28
H -0.13 2.84 0.13
H -1.67 1.55 -0.36
H -0.94 -2.23 -0.40
H -2.69 -0.61 -1.65
H -3.68 -1.71 -0.81
H -2.82 -0.98 1.56
H 1.06 -1.84 -0.39
N -1.61 -1.50 -0.04
O -3.87 -0.66 1.42
O -4.49 0.80 -0.16
S 3.13 -1.08 0.34
```

Kohn-Sham gap (eV): 8.734
E_HOMO (eV): -8.28



2) The following is a DFT calculation (ωB97M-V/def2-TZVPD) of an isolated molecule of C9H11NO2S.

```
24
Properties=species:S:1:pos:R:3
C 2.18 -1.76 -0.84
C 0.88 -1.02 -1.23
C 3.22 -0.96 -0.72
C 1.31 0.39 -1.44
C 0.50 1.27 -1.95
C -1.02 -0.31 0.01
C -2.26 1.44 1.36
C -0.20 0.24 2.29
C -1.19 0.32 1.13
N -1.86 -0.29 -1.15
O -0.21 2.04 -2.44
O 0.09 -1.16 -0.12
S 2.94 0.76 -0.93
H 2.26 -2.78 -0.75
H 0.46 -1.32 -2.15
H 4.01 -1.23 -0.08
H -1.81 2.20 1.80
H -2.56 1.79 0.45
H -3.05 1.01 1.93
H -0.65 0.42 3.30
H 0.68 0.97 2.28
H 0.36 -0.72 2.16
H -1.29 -0.67 -1.97
H -2.81 -0.62 -0.95
```

Kohn-Sham gap (eV): 8.517
SMILES: CC(C)=C(N)O[C@@H]1C=CSC1=C=O
E_HOMO (eV): -7.90



Which one sits at the bottom of the stability order? 1) does.



1) The following is a DFT calculation (ωB97M-V/def2-TZVPD) of an isolated molecule of C4H11N2S.

```
18
Properties=species:S:1:pos:R:3
C 0.19 -1.20 0.02
N 0.17 -0.50 1.33
C 1.33 0.36 1.51
N 1.43 1.59 0.77
C -1.05 -1.04 -0.88
C -1.25 0.32 -1.54
S -2.14 1.58 -0.56
H 0.98 -0.83 -0.61
H 0.48 -2.23 0.28
H -0.70 0.03 1.35
H 2.19 -0.25 1.19
H 1.42 0.65 2.55
H 0.74 2.30 0.96
H 1.44 1.49 -0.24
H -1.92 -1.33 -0.29
H -0.96 -1.89 -1.58
H -0.41 0.92 -1.88
H -1.94 0.01 -2.36
```

⟨S²⟩: 0.753
Kohn-Sham gap (spin up / spin down) (eV): 9.622 / 6.593
E_HOMO (spin up / spin down) (eV): -8.73 / -8.69
2S+1: 2



2) The following is a DFT calculation (ωB97M-V/def2-TZVPD) of an isolated molecule of C4H11N2S.

```
18
Properties=species:S:1:pos:R:3
C 0.70 -1.41 -0.07
N 0.64 -0.83 1.29
C 1.80 0.10 1.46
N 1.77 1.56 0.84
C -0.62 -1.41 -0.90
C -0.90 -0.12 -1.64
S -1.82 1.01 -0.47
H 1.78 -1.11 -0.67
H 1.00 -2.44 0.21
H -0.27 -0.30 1.46
H 2.73 -0.40 1.08
H 1.90 0.30 2.65
H 1.03 2.09 1.12
H 1.69 1.53 -0.14
H -1.52 -1.67 -0.28
H -0.49 -2.34 -1.55
H 0.09 0.22 -1.97
H -1.53 -0.11 -2.47
```

⟨S²⟩: 0.753
Kohn-Sham gap (spin up / spin down) (eV): 9.745 / 6.606
E_HOMO (spin up / spin down) (eV): -8.83 / -8.78
2S+1: 2



Which one sits at the bottom of the stability order? 2) does.



1) The following is a DFT calculation (ωB97M-V/def2-TZVPD) of a cluster of 8 separate species, C22H63N3O8 in total.

```
96
Properties=species:S:1:pos:R:3
C 1.09 2.00 -5.70
C 2.04 1.34 -4.72
O 1.45 0.92 -3.49
H 1.60 2.04 -6.68
H 0.89 3.01 -5.37
H 0.17 1.38 -5.83
H 2.86 2.02 -4.48
H 2.54 0.45 -5.15
H 1.03 1.66 -3.02
C 2.35 2.36 0.90
C 1.28 2.68 1.87
O 1.04 4.08 1.87
H 3.26 2.90 1.18
H 2.18 2.61 -0.13
H 2.68 1.31 0.95
H 1.58 2.35 2.85
H 0.37 2.16 1.61
H 1.83 4.64 1.88
C -1.51 -4.13 -1.00
C -1.79 -3.77 -2.46
O -0.59 -3.55 -3.18
H -0.79 -4.97 -0.91
H -2.39 -4.41 -0.54
H -1.17 -3.26 -0.39
H -2.46 -2.87 -2.45
H -2.26 -4.61 -2.95
H -0.20 -2.72 -2.87
C -1.07 -0.16 -1.18
C 0.43 -0.51 -1.12
O 0.74 -1.30 -2.27
H -1.72 -1.05 -1.11
H -1.22 0.43 -2.09
H -1.42 0.45 -0.37
H 0.80 -1.06 -0.23
H 0.97 0.43 -1.09
H 0.94 -0.68 -3.00
C -4.06 -1.60 1.29
C -5.43 -1.06 1.81
O -6.36 -2.10 1.49
H -3.32 -0.82 1.40
H -4.14 -1.94 0.25
H -3.78 -2.49 1.86
H -5.67 -0.07 1.36
H -5.36 -0.86 2.88
H -7.18 -1.90 1.94
C -3.75 2.75 1.21
C -3.21 3.90 0.37
C -2.34 3.28 -0.71
O -1.91 4.31 -1.55
C -0.66 3.96 -2.18
N -4.22 4.71 -0.38
H -2.93 2.40 1.86
H -4.25 1.93 0.67
H -4.49 3.12 1.95
H -2.55 4.53 1.01
H -2.84 2.46 -1.34
H -1.54 2.71 -0.24
H -0.79 2.92 -2.52
H 0.25 4.06 -1.57
H -0.57 4.65 -3.02
H -3.88 5.42 -0.99
H -4.95 5.11 0.23
C 1.86 -0.71 3.52
C 0.78 -1.80 3.45
C -0.29 -1.43 2.43
O -0.60 -0.04 2.41
C -1.46 0.23 3.48
N 1.08 -3.22 3.08
H 1.58 0.07 4.18
H 2.24 -0.31 2.58
H 2.75 -1.20 3.97
H 0.41 -1.89 4.48
H -1.18 -2.01 2.61
H 0.07 -1.78 1.45
H -2.42 -0.26 3.36
H -1.58 1.32 3.46
H -1.02 0.01 4.47
H 1.41 -3.40 2.14
H 1.71 -3.66 3.75
C 3.91 -1.85 -1.93
C 3.82 -2.68 -0.67
C 3.91 -1.77 0.57
O 5.06 -1.00 0.47
C 5.39 -0.50 1.78
N 2.56 -3.42 -0.54
H 4.90 -1.39 -1.89
H 3.14 -1.09 -1.87
H 3.83 -2.35 -2.89
H 4.71 -3.35 -0.66
H 3.82 -2.36 1.50
H 3.01 -1.16 0.65
H 4.60 0.09 2.20
H 6.30 0.10 1.64
H 5.57 -1.35 2.43
H 1.87 -2.99 -1.15
H 2.64 -4.39 -0.86
```

Kohn-Sham gap (eV): 9.498
SMILES: COC[C@H](C)N.COC[C@H](C)N.COC[C@H](C)N.CCO.CCO.CCO.CCO.CCO
E_HOMO (eV): -8.95



2) The following is a DFT calculation (ωB97M-V/def2-TZVPD) of a cluster of 8 separate species, C22H63N3O8 in total.

```
96
Properties=species:S:1:pos:R:3
C -0.38 19.52 0.71
C -1.02 18.80 1.88
C -0.45 17.39 2.11
O -0.82 16.50 1.07
C -1.89 15.63 1.35
N -1.02 19.61 3.09
H -0.61 19.09 -0.27
H 0.70 19.57 0.86
H -0.83 20.50 0.53
H -2.04 18.55 1.53
H -0.81 16.98 3.06
H 0.64 17.39 2.17
H -2.80 16.25 1.25
H -1.79 15.16 2.32
H -2.01 14.86 0.59
H -1.37 19.01 3.85
H -1.76 20.31 3.01
C -4.17 23.74 6.34
C -3.29 22.87 5.45
C -4.04 22.56 4.15
O -3.32 21.57 3.45
C -3.65 21.50 2.07
N -2.10 23.71 5.12
H -3.73 23.97 7.31
H -5.13 23.30 6.62
H -4.41 24.69 5.85
H -2.96 22.00 6.03
H -4.27 23.47 3.58
H -5.05 22.16 4.32
H -3.03 20.80 1.49
H -3.63 22.46 1.56
H -4.63 21.01 2.05
H -1.48 23.11 4.55
H -2.43 24.30 4.36
C -3.69 16.79 6.55
C -3.64 17.99 5.58
C -4.61 19.11 5.87
O -5.95 18.78 5.54
C -6.91 19.76 5.80
N -2.25 18.53 5.61
H -4.70 16.41 6.72
H -3.18 17.10 7.46
H -3.12 15.93 6.19
H -3.73 17.62 4.55
H -4.30 20.06 5.43
H -4.71 19.25 6.97
H -6.74 20.02 6.85
H -7.96 19.47 5.84
H -6.88 20.57 5.07
H -2.42 19.37 6.16
H -1.67 18.00 6.25
C -8.70 16.94 7.01
C -8.92 15.50 7.45
O -10.27 15.21 7.72
H -9.45 17.25 6.28
H -7.71 17.08 6.56
H -8.73 17.67 7.82
H -8.26 15.30 8.30
H -8.54 14.81 6.68
H -10.46 15.13 8.65
C -9.06 21.93 4.70
C -10.17 22.80 4.14
O -9.62 23.75 3.19
H -8.17 22.54 4.85
H -8.81 21.10 4.03
H -9.42 21.50 5.64
H -10.52 23.42 4.96
H -11.01 22.24 3.74
H -9.35 23.18 2.46
C 1.80 15.77 7.55
C 0.71 16.81 7.84
O -0.60 16.55 7.38
H 2.11 15.92 6.51
H 1.42 14.75 7.66
H 2.63 15.86 8.25
H 1.07 17.75 7.42
H 0.56 16.87 8.93
H -0.76 15.63 7.15
C -1.66 20.64 10.68
C -2.40 19.80 9.67
O -3.46 20.51 9.00
H -2.31 20.90 11.52
H -1.25 21.60 10.35
H -0.80 20.07 11.04
H -2.95 19.01 10.19
H -1.72 19.34 8.95
H -4.29 20.38 9.45
C -5.80 17.98 9.57
C -6.29 19.20 10.35
O -5.37 19.71 11.31
H -5.02 18.24 8.86
H -6.65 17.58 9.02
H -5.41 17.20 10.24
H -7.23 18.92 10.83
H -6.55 20.00 9.65
H -5.71 19.40 12.15
```

Kohn-Sham gap (eV): 8.881
SMILES: COC[C@H](C)N.COC[C@H](C)N.COC[C@H](C)N.CCO.CCO.CCO.CCO.CCO
E_HOMO (eV): -8.47



Which one sits at the bottom of the stability order? 2) does.



1) The following is a DFT calculation (ωB97M-V/def2-TZVPD) of an isolated molecule of C4H6ClN3.

```
14
Properties=species:S:1:pos:R:3
C -1.52 1.26 0.08
C -1.07 -0.01 -0.19
C 1.83 1.62 -0.51
C -1.85 -1.29 -0.16
N 1.38 0.49 -0.28
N 0.25 -0.17 -0.45
N 2.54 2.36 0.22
Cl -3.17 1.36 0.24
H -2.38 -1.40 -1.18
H -1.17 -2.07 -0.04
H -2.64 -1.31 0.55
H 0.44 -1.13 -0.55
H 2.53 2.22 1.24
H 2.86 3.26 -0.17
```

Kohn-Sham gap (spin up / spin down) (eV): 6.985 / 6.519
E_HOMO (spin up / spin down) (eV): -7.43 / -7.16



2) The following is a DFT calculation (ωB97M-V/def2-TZVPD) of an isolated molecule of C4H6ClN3.

```
14
Properties=species:S:1:pos:R:3
C 1.89 -1.33 -0.12
C 0.88 -0.30 -0.02
C 1.09 1.03 0.01
C -0.54 -0.79 0.05
N 3.15 -1.31 0.02
N 4.26 -1.50 0.13
N 0.11 2.00 0.13
Cl 2.79 1.61 -0.06
H 1.52 -2.33 -0.35
H -0.60 -1.86 -0.15
H -1.17 -0.26 -0.66
H -0.94 -0.61 1.04
H 0.33 2.67 0.85
H -0.03 2.51 -0.74
```

Kohn-Sham gap (eV): 8.346
E_HOMO (eV): -7.79



Which one sits at the bottom of the stability order? 1) does.